Entry from the OMol25 dataset: a cluster of 12 separate species, C40H113N9O14 in total (wB97M-V/def2-TZVPD).

Geometry (Å):
C (3.1266, -0.5345, 4.4494)
C (3.3009, -0.0783, 5.8615)
C (3.2216, -1.1606, 6.9592)
O (1.9478, -1.7857, 7.1045)
C (1.9532, -2.9122, 7.9960)
N (4.5888, 0.6021, 6.0230)
H (2.0561, -0.7083, 4.3398)
H (3.5718, -1.4966, 4.1960)
H (3.3099, 0.2418, 3.7065)
H (2.4586, 0.5943, 6.0235)
H (3.5669, -0.7863, 7.9229)
H (4.0093, -1.9060, 6.8488)
H (2.4939, -3.7933, 7.6505)
H (0.9305, -3.2325, 8.1950)
H (2.5015, -2.5741, 8.8753)
H (5.3188, -0.0905, 5.9370)
H (4.7512, 1.2428, 5.2593)
C (1.6413, -2.5572, -4.2711)
C (2.5106, -3.0775, -3.0839)
C (1.8238, -2.9372, -1.6932)
O (2.7550, -3.5436, -0.7804)
C (2.2094, -3.6743, 0.5585)
N (2.8475, -4.4869, -3.4288)
H (1.2773, -1.6031, -3.8899)
H (0.7998, -3.1497, -4.6301)
H (2.3619, -2.4221, -5.0777)
H (3.4446, -2.5232, -2.9919)
H (0.9103, -3.5249, -1.7842)
H (1.5490, -1.9278, -1.3874)
H (1.6245, -2.7824, 0.7832)
H (2.9858, -3.9052, 1.2879)
H (1.5802, -4.5629, 0.6081)
H (3.3999, -4.5550, -4.2716)
H (3.4477, -4.9664, -2.7731)
C (-1.7413, -2.6544, 0.5443)
C (-2.2607, -3.3019, 1.8736)
C (-1.3016, -2.9884, 3.0301)
O (-0.1927, -3.9108, 3.0003)
C (0.7332, -3.9011, 4.1649)
N (-3.6001, -2.8080, 2.0984)
H (-1.8279, -1.5695, 0.6046)
H (-2.4212, -3.0557, -0.2072)
H (-0.7496, -3.0336, 0.2973)
H (-2.4612, -4.3697, 1.7863)
H (-1.8027, -3.2323, 3.9669)
H (-0.8894, -1.9979, 3.2226)
H (0.1704, -3.8709, 5.0979)
H (1.2962, -3.0068, 3.8976)
H (1.4000, -4.7626, 4.1984)
H (-3.9226, -3.3001, 2.9194)
H (-4.2428, -3.1703, 1.4087)
C (-2.1311, -2.1062, -9.7413)
C (-2.4690, -1.8776, -8.2750)
C (-2.5993, -0.4081, -7.9041)
O (-2.7261, -0.2460, -6.4780)
C (-1.5485, -0.4805, -5.7758)
N (-3.6095, -2.6691, -7.7435)
H (-2.8834, -1.6677, -10.3969)
H (-2.0494, -3.1453, -10.0603)
H (-1.2563, -1.5820, -10.1261)
H (-1.5685, -2.2171, -7.7633)
H (-3.6026, -0.1090, -8.2074)
H (-1.8205, 0.1606, -8.4122)
H (-1.0410, -1.4265, -5.9645)
H (-1.7867, -0.5595, -4.7150)
H (-0.7761, 0.2509, -6.0137)
H (-3.3481, -3.6018, -7.4578)
H (-3.7868, -2.2257, -6.8535)
C (8.2345, 0.0972, 1.1417)
C (7.0828, 0.3089, 2.0483)
C (5.6954, 0.2475, 1.3038)
O (5.6499, 1.3529, 0.3228)
C (4.3925, 1.4489, -0.3777)
N (7.0545, -0.7129, 3.0548)
H (9.1944, 0.3917, 1.5658)
H (8.3549, 0.7190, 0.2546)
H (8.3352, -0.9307, 0.7931)
H (7.0386, 1.3154, 2.4643)
H (4.8867, 0.1840, 2.0319)
H (5.6367, -0.6985, 0.7655)
H (4.3748, 2.4298, -0.8525)
H (3.5315, 1.4031, 0.2892)
H (4.3297, 0.7146, -1.1808)
H (6.9396, -1.6224, 2.6311)
H (8.0082, -0.7086, 3.3870)
C (-3.7086, 2.7317, 5.6620)
C (-2.2278, 2.6693, 5.1250)
C (-1.6475, 1.2317, 4.9705)
O (-1.4223, 0.6236, 6.2602)
C (-0.8277, -0.6664, 6.0358)
N (-2.0544, 3.2924, 3.8443)
H (-4.0220, 3.7665, 5.7995)
H (-3.7152, 2.1904, 6.6080)
H (-4.4447, 2.2757, 4.9999)
H (-1.6043, 3.2382, 5.8147)
H (-0.7566, 1.3840, 4.3612)
H (-2.3604, 0.7145, 4.3283)
H (-0.0885, -0.7005, 5.2355)
H (-1.6217, -1.3885, 5.8457)
H (-0.3773, -1.0810, 6.9376)
H (-2.5351, 4.1806, 3.8282)
H (-2.5085, 2.7572, 3.1180)
C (-4.3912, -3.0380, -2.7672)
C (-5.8630, -3.0044, -3.1204)
C (-6.1207, -3.1507, -4.6517)
O (-5.5503, -4.3587, -5.1321)
C (-5.9463, -5.0168, -6.2969)
N (-6.4596, -4.0273, -2.2455)
H (-3.9555, -3.9416, -3.1936)
H (-4.2637, -3.2307, -1.7020)
H (-3.8389, -2.1215, -2.9750)
H (-6.2487, -2.0297, -2.8217)
H (-5.6694, -2.3035, -5.1681)
H (-7.1876, -3.1411, -4.8748)
H (-5.3841, -4.5700, -7.1169)
H (-7.0017, -4.8263, -6.4919)
H (-5.8176, -6.0938, -6.1891)
H (-7.4539, -4.1178, -2.3979)
H (-6.1589, -4.9142, -2.6239)
C (4.4324, 6.1798, -4.2221)
C (3.0466, 5.4922, -4.2111)
C (2.9954, 4.2286, -3.2601)
O (1.9266, 3.3336, -3.8033)
C (1.3214, 2.6392, -2.7457)
N (2.0679, 6.5946, -3.9453)
H (4.4438, 6.8624, -5.0718)
H (5.1948, 5.4670, -4.5364)
H (4.6869, 6.7165, -3.3081)
H (2.9881, 5.1324, -5.2384)
H (2.7028, 4.7249, -2.3348)
H (3.9389, 3.6828, -3.2582)
H (0.8289, 3.1974, -1.9495)
H (2.0344, 1.9289, -2.3272)
H (0.5350, 2.0013, -3.1492)
H (1.1586, 6.1549, -3.9454)
H (1.9733, 7.1102, -4.8087)
C (0.6515, 0.4346, 1.6916)
C (0.3220, 1.5967, 0.8102)
C (-0.9914, 1.3641, -0.1516)
O (-0.6826, 0.2261, -0.9717)
C (-1.7792, -0.1284, -1.7996)
N (0.0907, 2.7733, 1.6129)
H (0.9314, -0.3222, 0.9586)
H (-0.2732, 0.1541, 2.1959)
H (1.4857, 0.5950, 2.3746)
H (1.1986, 1.7397, 0.1784)
H (-1.0863, 2.2357, -0.7992)
H (-1.8479, 1.2194, 0.5069)
H (-1.8346, 0.6769, -2.5321)
H (-2.7894, -0.2035, -1.3972)
H (-1.7717, -1.0873, -2.3178)
H (-0.2813, 3.5725, 1.1198)
H (-0.5996, 2.5755, 2.3232)
C (1.1266, 6.4157, 2.8984)
C (1.0143, 5.2156, 3.8392)
O (1.8096, 4.1246, 3.3431)
O (2.2977, 7.2023, 2.9712)
H (0.3428, 7.1163, 3.1861)
H (0.9853, 6.2427, 1.8316)
H (-0.0377, 4.9997, 4.0256)
H (1.3368, 5.6185, 4.7993)
H (1.3499, 3.7400, 2.5932)
H (3.0407, 6.7616, 3.3901)
C (-4.9280, 0.3611, 0.6280)
C (-4.8618, 1.8885, 0.2237)
O (-4.6851, 2.5979, 1.3869)
O (-5.5553, -0.3984, -0.4167)
H (-5.6249, 0.3181, 1.4650)
H (-3.9694, -0.0987, 0.8686)
H (-5.7461, 2.2474, -0.3029)
H (-3.9931, 2.1094, -0.3965)
H (-4.6291, 3.5120, 1.0989)
H (-5.3865, -1.3382, -0.3177)
O (-1.4090, 5.1942, 0.5554)
H (-1.0007, 5.8764, 0.0224)
H (-1.4601, 5.5735, 1.4328)

HOMO (alpha / beta) ... -10.644 / -10.644 eV
2S+1 ... 2
Total charge ... +1
LUMO energy (alpha / beta) ... -2.6 / -8.7 eV

---

Entry from the OMol25 dataset: a cluster of 14 separate species, C40H114F3N9O14 in total (wB97M-V/def2-TZVPD).

Geometry (Å):
N (-1.1595, 0.8305, 0.2974)
H (-1.7413, 1.3340, -0.3569)
H (-1.7777, 0.4592, 1.0046)
H (-0.4184, 1.4206, 0.6477)
H (-0.6695, 0.0776, -0.1643)
C (-2.8132, -0.6552, 3.6006)
O (-2.8245, -2.0638, 3.7082)
O (-2.7958, -0.4045, 2.1840)
C (-3.9000, -0.0427, 4.5600)
F (-5.0756, -0.7175, 4.5805)
F (-3.3988, 0.0234, 5.8053)
F (-4.2255, 1.1815, 4.1527)
C (-2.5669, -2.7961, 4.8995)
C (-2.1586, -4.2056, 4.6050)
H (-1.1656, -4.2549, 4.1581)
H (-2.1776, -4.8289, 5.4989)
H (-2.8083, -4.6302, 3.8396)
H (-3.4212, -2.8617, 5.5733)
H (-1.8086, -2.2716, 5.4810)
H (-1.8563, -0.3204, 4.0009)
C (-6.1092, -1.5340, 1.3333)
O (-4.9734, -1.8374, 0.5688)
H (-5.9898, -0.5288, 1.7376)
H (-7.0574, -1.7310, 0.8332)
H (-6.1647, -2.2238, 2.1754)
H (-4.2077, -1.4329, 0.9832)
C (-1.7968, -1.5275, -2.3419)
O (-0.7993, -0.6802, -2.7254)
H (-2.4777, -1.0967, -1.6078)
H (-2.3243, -1.8704, -3.2320)
H (-1.3546, -2.4088, -1.8773)
H (-0.3312, -1.0298, -3.4871)
C (-1.9431, -3.8899, 0.7514)
O (-1.2960, -2.6065, 0.8708)
H (-2.8010, -3.8878, 0.0790)
H (-1.2617, -4.6262, 0.3251)
H (-2.2287, -4.3298, 1.7069)
H (-1.8389, -2.0584, 1.4421)
C (0.4796, 2.6494, -2.8484)
O (-0.8242, 2.1666, -2.9745)
H (1.0382, 2.3777, -3.7441)
H (0.4782, 3.7275, -2.6879)
H (1.0490, 2.0900, -2.1061)
H (-0.7931, 1.2103, -3.0536)
C (-5.8492, -0.9744, -2.8145)
C (-5.0800, 0.3035, -2.5132)
C (-5.4208, 1.5169, -3.4606)
O (-5.5612, 1.1939, -4.8041)
C (-4.3281, 0.7564, -5.4929)
N (-5.1842, 0.6245, -1.1068)
H (-5.7341, -1.2913, -3.8510)
H (-6.9155, -0.8498, -2.6260)
H (-5.4656, -1.7487, -2.1502)
H (-4.0361, 0.0855, -2.7386)
H (-4.7515, 2.3758, -3.4127)
H (-6.3452, 2.0300, -3.1954)
H (-4.5300, 0.6826, -6.5615)
H (-3.9406, -0.2114, -5.1747)
H (-3.5221, 1.4855, -5.4093)
H (-5.1286, -0.1701, -0.4858)
H (-6.0870, 1.0398, -0.9264)
C (9.0362, 0.3876, 1.1172)
C (7.6706, 0.9687, 1.2499)
C (7.2389, 0.9911, 2.7083)
O (5.8460, 1.4709, 2.8470)
C (4.9603, 0.3976, 2.7328)
N (7.4768, 2.2537, 0.6441)
H (9.0659, -0.6076, 1.5606)
H (9.7951, 0.8229, 1.7673)
H (9.4375, 0.3084, 0.1068)
H (7.0002, 0.2729, 0.7454)
H (7.8024, 1.7374, 3.2682)
H (7.4657, 0.0416, 3.1932)
H (5.0932, -0.3559, 3.5091)
H (4.9690, -0.1211, 1.7741)
H (3.9596, 0.7995, 2.8915)
H (8.2278, 2.6897, 1.1598)
H (6.5995, 2.5154, 1.0705)
C (3.1459, 6.4105, 0.6001)
C (2.2059, 5.2144, 0.8019)
C (0.7168, 5.6444, 0.7611)
O (0.3949, 6.4354, 1.8809)
C (-0.9269, 6.8865, 1.9338)
N (2.6464, 4.2293, -0.0921)
H (2.8745, 7.2039, 1.2965)
H (3.1079, 6.7975, -0.4182)
H (4.0833, 6.1135, 1.0702)
H (2.3285, 4.7878, 1.7974)
H (0.0544, 4.7788, 0.7654)
H (0.5234, 6.1513, -0.1843)
H (-1.1951, 7.6279, 1.1812)
H (-1.0819, 7.4083, 2.8782)
H (-1.6818, 6.1032, 2.0027)
H (3.6463, 4.1221, 0.0023)
H (2.6201, 4.4834, -1.0692)
C (-3.4134, 3.5825, 1.3671)
C (-3.5855, 3.6890, -0.1515)
C (-3.0548, 5.0425, -0.6939)
O (-3.2699, 5.0155, -2.1650)
C (-2.8065, 6.2057, -2.8917)
N (-2.9509, 2.5311, -0.8377)
H (-2.4265, 3.8296, 1.7582)
H (-3.5723, 2.5677, 1.7320)
H (-4.1554, 4.1700, 1.9079)
H (-4.6506, 3.6702, -0.3825)
H (-1.9769, 5.0682, -0.5341)
H (-3.5836, 5.8851, -0.2482)
H (-1.7489, 6.3632, -2.6801)
H (-3.4605, 7.0300, -2.6074)
H (-2.9296, 5.9696, -3.9487)
H (-2.6620, 2.9282, -1.7203)
H (-3.8050, 2.0278, -1.0311)
C (1.7170, -4.5164, 2.1721)
C (1.4553, -5.7440, 3.0682)
C (0.3979, -6.7507, 2.4157)
O (-0.0057, -7.7512, 3.3589)
C (-0.8251, -7.3348, 4.4239)
N (2.7526, -6.3190, 3.3283)
H (2.0520, -4.7530, 1.1621)
H (2.4048, -3.8082, 2.6342)
H (0.7887, -3.9473, 2.1227)
H (1.0744, -5.4593, 4.0490)
H (0.8426, -7.1783, 1.5171)
H (-0.5403, -6.2812, 2.1202)
H (-1.5573, -6.6348, 4.0214)
H (-0.1545, -6.9004, 5.1654)
H (-1.2788, -8.2677, 4.7584)
H (2.6835, -6.9458, 4.1174)
H (3.5778, -5.7610, 3.4951)
C (1.8688, -3.1454, -1.1951)
C (1.9757, -1.7539, -0.5337)
C (2.9600, -0.7671, -1.2309)
O (3.2655, 0.2637, -0.2994)
C (4.3805, 1.0189, -0.8113)
N (0.6197, -1.2138, -0.4764)
H (1.0910, -3.8204, -0.8380)
H (2.8228, -3.6625, -1.0917)
H (1.7158, -3.0216, -2.2671)
H (2.2434, -1.9175, 0.5102)
H (2.4959, -0.2899, -2.0941)
H (3.9277, -1.1955, -1.4922)
H (5.2650, 0.4085, -0.9932)
H (4.6233, 1.7205, -0.0132)
H (4.1422, 1.5204, -1.7493)
H (0.3084, -1.2355, -1.4370)
H (0.0313, -1.8703, 0.0164)
C (0.5908, 2.6521, 3.0637)
C (1.5201, 1.6680, 2.3286)
C (1.2679, 0.2137, 2.7137)
O (1.6619, -0.0797, 4.0252)
C (1.3528, -1.3734, 4.2879)
N (1.2914, 1.9149, 0.9119)
H (0.7768, 2.6206, 4.1372)
H (-0.4854, 2.5040, 2.9743)
H (0.6970, 3.6936, 2.7604)
H (2.4932, 2.0337, 2.6563)
H (1.8490, -0.4492, 2.0727)
H (0.2288, -0.0449, 2.5097)
H (1.6377, -2.0209, 3.4586)
H (0.2817, -1.5719, 4.3266)
H (1.7914, -1.7401, 5.2160)
H (1.6369, 2.8292, 0.6574)
H (1.9484, 1.3149, 0.4340)
C (1.4849, -0.5397, -5.6385)
C (0.3830, -1.5510, -5.9241)
C (0.6446, -2.3497, -7.2107)
O (1.8260, -3.1537, -7.0865)
C (2.1075, -3.8382, -8.2868)
N (0.2110, -2.3567, -4.7209)
H (1.6676, 0.2109, -6.4075)
H (2.4509, -1.0383, -5.5583)
H (1.3019, -0.0083, -4.7046)
H (-0.5506, -0.9936, -6.0011)
H (0.6979, -1.6988, -8.0833)
H (-0.2505, -2.9366, -7.4168)
H (2.8924, -4.5619, -8.0668)
H (2.5987, -3.3307, -9.1170)
H (1.2046, -4.3549, -8.6122)
H (1.1238, -2.7672, -4.5857)
H (-0.3407, -3.1716, -4.9482)

HOMO ... -8.088 eV
2S+1 ... 1
Total charge ... 0
ΔE to the lowest compared entry with this formula, charge and spin ... 0.00 kJ/mol
LUMO energy ... 0.3 eV